1.
DFT (ωB97M-V with the def2-TZVPD basis set) results for a molecular structure, C50H42AlN5O5.

XYZ file:
```
103
Properties=species:S:1:pos:R:3:mulliken_charge:R:1
Al 0.5866 0.1877 0.1527 -0.69
C 1.3727 -4.1033 1.1824 -0.53
O 2.1783 -4.1746 0.0026 -0.56
C 3.1128 -3.1959 -0.1890 0.05
C 4.3655 -3.6513 -0.5660 -0.58
C 5.4243 -2.7822 -0.7991 -0.88
C 5.2085 -1.4332 -0.6008 -0.58
C 3.9550 -0.9466 -0.2365 1.76
C 3.8433 0.4902 -0.0100 -0.94
N 2.7562 1.0059 0.3733 0.92
N 2.7291 2.3800 0.5686 -1.38
C 1.5116 2.6573 0.9464 0.16
O 0.5817 1.7840 1.1531 0.32
C 1.1498 4.0812 1.1803 0.35
C 0.1568 4.3911 2.1012 -0.05
C -0.2205 5.7128 2.3033 -0.70
C 0.3793 6.7295 1.5702 -0.39
C 1.3643 6.4193 0.6375 -0.69
C 1.7520 5.1003 0.4450 -0.62
C 2.8260 -1.8068 -0.0882 -0.38
O 1.5979 -1.3882 0.1184 0.46
H 1.3474 -5.1064 1.6167 0.24
H 0.3696 -3.7916 0.9236 0.22
H 1.7894 -3.4050 1.9096 0.28
H 4.4854 -4.7243 -0.6684 0.44
H 6.3927 -3.1587 -1.1043 0.34
H 6.0126 -0.7170 -0.7405 0.35
H 4.7185 1.1211 -0.1813 0.14
H -0.3164 3.5826 2.6468 0.53
H -0.9937 5.9476 3.0260 0.39
H 0.0740 7.7594 1.7182 0.37
H 1.8190 7.2058 0.0465 0.37
H 2.5094 4.8297 -0.2807 0.35
O 0.0548 0.5082 3.7749 -0.75
C -0.4875 -0.3985 3.1724 -0.54
N -1.3283 -1.3183 3.8163 -0.03
C -1.9863 -2.1712 2.8541 2.31
C -1.1953 -1.7789 1.5707 -0.52
O -1.3351 -2.3824 0.5236 -0.61
N -0.3712 -0.7276 1.8358 0.98
C -3.4736 -1.8385 2.7128 -0.16
C -4.3328 -2.1564 3.7662 -0.19
C -5.6814 -1.8442 3.7007 -0.81
C -6.1928 -1.2149 2.5689 -0.45
C -5.3463 -0.9054 1.5149 -0.80
C -3.9915 -1.2192 1.5797 -0.07
C -1.7992 -3.6560 3.1549 -0.53
C -1.1561 -4.0817 4.3085 -0.44
C -1.0069 -5.4400 4.5791 -0.79
C -1.4907 -6.3853 3.6888 -0.42
C -2.1261 -5.9633 2.5239 -0.82
C -2.2865 -4.6121 2.2618 0.04
H -1.8362 -0.9599 4.6087 0.32
H -3.9398 -2.6629 4.6429 0.43
H -6.3349 -2.0963 4.5283 0.37
H -7.2483 -0.9736 2.5123 0.37
H -5.7174 -0.4082 0.6264 0.45
H -3.3528 -0.9741 0.7373 0.26
H -0.7505 -3.3384 4.9835 0.37
H -0.5025 -5.7564 5.4850 0.39
H -1.3687 -7.4426 3.8941 0.37
H -2.4927 -6.6933 1.8118 0.39
H -2.7678 -4.2787 1.3506 0.41
C -0.0392 4.4724 -5.7044 -0.45
C -0.3992 4.9831 -4.4627 -0.77
C -0.2406 4.2144 -3.3176 -0.47
C 0.2968 2.9218 -3.3626 -0.10
C 0.6335 2.4177 -4.6261 0.18
C 0.4701 3.1802 -5.7740 -0.94
C 0.3787 2.1503 -2.0954 -0.07
C 1.0554 1.0345 -1.7731 0.58
C 2.1621 0.5431 -2.6303 0.28
C 2.2873 -0.8084 -2.9748 0.24
C 3.3617 -1.2751 -3.7211 -0.79
C 4.3706 -0.4090 -4.1214 -0.62
C 4.2898 0.9310 -3.7533 -0.82
C 3.2065 1.3938 -3.0200 0.04
H -0.1662 5.0650 -6.6034 0.36
H -0.8185 5.9805 -4.3867 0.37
H -0.5400 4.6114 -2.3523 0.42
H 1.0133 1.4085 -4.7076 0.46
H 0.7336 2.7579 -6.7371 0.38
H -0.3279 2.5400 -1.3562 -0.27
H 1.5300 -1.5042 -2.6379 0.07
H 3.4235 -2.3299 -3.9617 0.35
H 5.2181 -0.7758 -4.6891 0.33
H 5.0766 1.6209 -4.0388 0.35
H 3.1616 2.4339 -2.7148 0.33
C -2.3064 2.0129 1.3005 -1.11
C -2.3484 1.2726 -0.0097 0.71
C -3.3944 1.3336 -0.9147 -1.03
C -3.0863 0.4232 -1.9609 -1.45
C -1.8627 -0.1323 -1.6420 0.83
C -1.1060 -1.1611 -2.4259 -1.02
N -1.3916 0.3878 -0.4642 1.21
H -3.2505 1.8648 1.8376 0.33
H -2.1843 3.0887 1.1443 0.51
H -1.4935 1.6923 1.9402 -0.42
H -4.2800 1.9481 -0.8079 0.57
H -3.6786 0.1937 -2.8379 0.43
H -1.7979 -1.8978 -2.8422 0.54
H -0.4047 -1.7029 -1.7875 -0.34
H -0.5467 -0.7122 -3.2536 0.16
```

Computed properties:
Kohn-Sham gap (eV): 5.8000
Total charge: -2
HOMO level (Eh): -0.057

---

2.
DFT (ωB97M-V with the def2-TZVPD basis set) results for a molecular structure, C3H22O8 at a distorted geometry.

XYZ file:
```
33
Properties=species:S:1:pos:R:3:mulliken_charge:R:1
C 0.9404 1.8405 1.1198 -0.63
O -0.2880 2.3615 0.5473 -0.83
H 1.5902 2.6248 1.5080 0.37
H 0.6394 1.0283 1.7815 -0.12
H 1.4359 1.3829 0.2635 0.11
H -1.0284 1.8205 0.8316 0.64
C 0.0208 -0.4976 -2.6148 -0.35
O -1.1772 0.2411 -2.3359 -0.87
H 0.7192 0.0860 -3.2147 0.29
H 0.3344 -0.7866 -1.6118 -0.49
H -0.1531 -1.4394 -3.1352 0.24
H -1.0505 1.1069 -1.9410 0.68
C 0.3224 -0.8615 2.3046 -0.16
O 1.6889 -1.3025 2.6687 -0.54
H 0.0207 0.1837 2.2376 0.55
H 0.2185 -1.2325 1.2850 0.17
H -0.4378 -1.3440 2.9191 0.44
H 2.0855 -0.5898 3.1749 0.31
O -0.5769 -1.9698 -0.8006 -0.39
H -1.3071 -2.2204 -1.3665 0.40
H 0.0174 -2.7196 -0.8296 0.26
O -0.1361 -0.2093 0.1041 -1.44
H -0.2025 0.2074 -0.7550 0.31
H -0.3708 -1.1237 -0.0540 0.38
O -1.9682 0.9511 0.8580 -0.66
H -1.3071 0.3588 0.4997 0.60
H -2.4562 0.4157 1.4837 0.35
O 1.6831 -1.3847 -0.8437 -0.66
H 2.1477 -2.0481 -0.3334 0.31
H 1.0079 -1.0552 -0.2506 0.63
O -0.6295 1.9048 -1.4805 -0.80
H -0.2622 2.0230 -0.6045 0.56
H -1.5207 2.2479 -1.4153 0.32
```

Computed properties:
Kohn-Sham gap (eV): 8.4198
Energy above the lowest of the compared OMol25 structures with the same formula, charge and spin (eV): 14.228
HOMO level (Eh): -0.304

---

3.
DFT (ωB97M-V with the def2-TZVPD basis set) results for a molecular structure, C67H58Cl2NO2P2S2TcTe.

XYZ file:
```
136
Properties=species:S:1:pos:R:3:mulliken_charge:R:1
Tc 0.5099 0.6069 -0.0174 -0.29
O -3.6896 -2.6231 -0.6513 -0.80
S -2.5320 -1.7911 -0.2442 1.47
C -3.1939 -0.6299 0.9540 0.35
C -4.1173 -1.0795 1.8868 -0.87
C -4.7712 -0.1763 2.7104 -1.00
C -4.5247 1.1793 2.5628 -0.99
C -3.6399 1.6298 1.5948 -0.86
C -2.9604 0.7342 0.7703 0.45
P -1.7901 1.3523 -0.5027 3.05
C -1.8514 3.1600 -0.2880 0.20
C -2.4676 3.9710 -1.2328 -0.63
C -2.5141 5.3500 -1.0484 -0.81
C -1.9687 5.9182 0.0879 -0.80
C -1.3678 5.1086 1.0493 -0.91
C -1.3002 3.7432 0.8557 -0.33
C -2.5707 1.0514 -2.1150 0.63
C -3.8147 0.4340 -2.2086 -0.88
C -4.3911 0.1975 -3.4484 -0.86
C -3.7441 0.6058 -4.6029 -0.86
C -2.5200 1.2560 -4.5146 -0.69
C -1.9307 1.4723 -3.2822 -0.13
C -1.5152 -2.8684 0.7659 0.10
C -2.1406 -3.8079 1.5718 -0.95
C -1.3885 -4.7637 2.2390 -0.96
C -0.0168 -4.8044 2.0466 -1.08
C 0.5984 -3.9056 1.1871 -0.54
C -0.1419 -2.9237 0.5317 0.00
P 0.6227 -1.8182 -0.7087 2.10
C 2.3558 -2.3626 -0.8853 1.02
C 2.8445 -2.6930 -2.1468 -1.23
C 4.1718 -3.0717 -2.3076 -0.80
C 5.0152 -3.1398 -1.2120 -1.04
C 4.5339 -2.8213 0.0519 -1.31
C 3.2170 -2.4284 0.2120 -0.47
C -0.1807 -2.2991 -2.2605 0.24
C -0.7049 -3.5848 -2.3966 -0.55
C -1.3123 -3.9671 -3.5811 -0.81
C -1.3955 -3.0713 -4.6365 -0.93
C -0.8694 -1.7950 -4.5052 -0.49
C -0.2652 -1.4022 -3.3218 0.19
H -4.3590 -2.1288 1.9384 0.46
H -5.4849 -0.5274 3.4410 0.45
H -5.0452 1.8970 3.1811 0.48
H -3.5007 2.6946 1.4727 0.51
H -2.9133 3.5404 -2.1181 0.46
H -2.9900 5.9686 -1.7951 0.47
H -2.0182 6.9880 0.2363 0.44
H -0.9570 5.5473 1.9481 0.52
H -0.8217 3.1274 1.6095 0.55
H -4.3615 0.1337 -1.3257 0.45
H -5.3480 -0.3000 -3.5013 0.48
H -4.1962 0.4286 -5.5684 0.42
H -2.0204 1.5980 -5.4100 0.54
H -0.9762 1.9804 -3.2377 0.11
H -3.2176 -3.8252 1.6328 0.62
H -1.8743 -5.4889 2.8736 0.46
H 0.5766 -5.5673 2.5303 0.49
H 1.6563 -4.0113 0.9980 0.70
H 2.1951 -2.6641 -3.0094 0.50
H 4.5360 -3.3252 -3.2929 0.51
H 6.0430 -3.4506 -1.3376 0.45
H 5.1856 -2.8881 0.9114 0.58
H 2.8506 -2.2059 1.2091 0.95
H -0.6474 -4.2949 -1.5826 0.50
H -1.7234 -4.9611 -3.6747 0.47
H -1.8739 -3.3683 -5.5582 0.43
H -0.9376 -1.0958 -5.3273 0.58
H 0.1291 -0.4015 -3.2290 0.11
Cl -0.0117 0.2563 2.2715 -0.08
C 1.4659 -0.1246 3.1786 -0.37
C 1.2779 -0.5681 4.4687 -0.58
C 2.4082 -0.8925 5.2108 -0.96
C 3.6664 -0.8039 4.6410 -0.68
C 3.8141 -0.3657 3.3307 0.40
Cl 5.3911 -0.4049 2.6418 -0.10
C 2.7108 0.0276 2.5719 0.13
S 2.8840 0.6049 0.9056 0.92
H 0.2854 -0.6655 4.8814 0.63
H 2.3015 -1.2413 6.2277 0.45
H 4.5460 -1.0900 5.1975 0.58
C 7.1677 3.6497 6.0273 -1.63
C 6.1991 3.4201 4.9083 0.37
C 4.8290 3.4081 5.1326 -1.03
C 3.9194 3.2056 4.1012 0.36
C 2.4513 3.2605 4.4378 -1.49
C 4.4098 2.9829 2.8087 1.62
Te 2.9139 3.0864 1.3125 0.23
N 1.1403 2.4394 -0.2183 0.13
C 1.1338 2.4293 -1.5354 0.36
O 0.8671 1.2658 -2.0163 -0.26
C 1.4049 3.5831 -2.3917 0.66
C 1.7273 3.3945 -3.7330 -0.23
C 2.0183 4.4922 -4.5240 -0.85
C 1.9802 5.7691 -3.9754 -0.68
C 1.6452 5.9560 -2.6403 -1.02
C 1.3547 4.8616 -1.8446 -0.05
C 4.0346 4.0287 -0.1859 1.53
C 4.3030 5.3594 0.1369 0.66
C 3.9187 6.0114 1.4356 -2.34
C 5.0014 6.1201 -0.7962 -1.02
C 5.4152 5.5942 -2.0099 0.42
C 6.1643 6.4276 -3.0051 -1.84
C 5.1289 4.2602 -2.2819 -0.58
C 4.4478 3.4452 -1.3884 0.83
C 4.2828 1.9976 -1.7558 -1.20
C 5.7867 2.9557 2.5556 0.94
C 6.3852 2.6400 1.2138 -1.50
C 6.6537 3.1877 3.6142 -0.87
H 6.6611 3.9756 6.9326 0.40
H 7.9033 4.4056 5.7555 0.38
H 7.7149 2.7353 6.2573 0.31
H 4.4568 3.5727 6.1358 0.42
H 2.3205 3.1914 5.5158 0.48
H 1.8801 2.4422 3.9924 0.14
H 1.9894 4.1976 4.1158 0.29
H 1.7602 2.3921 -4.1381 0.52
H 2.2751 4.3581 -5.5644 0.49
H 2.2054 6.6242 -4.5964 0.51
H 1.6049 6.9536 -2.2291 0.52
H 1.0691 4.9914 -0.8041 0.42
H 2.9426 5.6979 1.8209 0.32
H 3.8573 7.0890 1.3009 0.63
H 4.6565 5.8063 2.2138 0.28
H 5.2108 7.1565 -0.5661 0.43
H 6.1232 7.4841 -2.7518 0.43
H 5.7553 6.2981 -4.0064 0.39
H 7.2127 6.1301 -3.0412 0.32
H 5.4483 3.8341 -3.2243 0.46
H 4.3144 1.8867 -2.8373 0.58
H 3.3456 1.5582 -1.4222 -1.06
H 5.0935 1.3951 -1.3396 0.46
H 5.7401 1.9901 0.6207 -0.18
H 7.3329 2.1234 1.3543 0.62
H 6.5809 3.5426 0.6328 0.34
H 7.7199 3.1656 3.4261 0.56
```

Computed properties:
Kohn-Sham gap (spin up / spin down) (eV): 6.7200 / 6.6540
Total charge: +2
HOMO level (spin up / spin down) (Eh): -0.469 / -0.469

---

4.
DFT (ωB97M-V with the def2-TZVPD basis set) results for 6 unconnected molecules or ions with the total composition C28H34BF15N2O12S at a distorted geometry.

XYZ file:
```
93
Properties=species:S:1:pos:R:3:mulliken_charge:R:1
C 3.6803 3.7146 -0.9878 -0.47
C 2.2718 4.4753 -1.3421 -0.16
C 0.9483 3.5027 -1.3793 0.48
C 1.0269 1.8670 -1.6588 -0.70
C -0.3183 0.9299 -1.6965 0.50
N -0.1804 -0.5471 -1.9927 -0.57
S -1.8872 -1.0371 -1.8733 0.35
N -2.7837 0.4518 -1.4818 -0.40
C -1.7913 1.5907 -1.4086 0.29
C -1.9564 3.1968 -1.1268 -0.76
C -0.5800 4.1386 -1.1388 0.23
B -0.8444 5.7698 -0.8860 0.49
O -0.1601 6.4522 0.2639 -0.56
O -1.7666 6.5732 -1.7495 -0.52
H 4.1039 4.1808 0.0209 -0.16
H 3.5927 2.5615 -0.8049 0.24
H 4.5287 3.8686 -1.8010 0.26
H 2.3315 5.0711 -2.3662 0.31
H 2.1058 5.2852 -0.4813 0.18
H 2.0639 1.3149 -1.8673 0.18
H -3.0181 3.6533 -0.9433 0.17
H -0.1432 5.7384 0.9773 0.32
H -2.6893 6.5722 -1.3147 0.31
C 8.0633 7.0241 2.7338 -1.08
C 7.7903 5.6549 3.3308 -0.20
O 6.4186 5.5364 3.7421 -0.32
C 5.5059 5.3522 2.7373 0.35
O 5.8030 5.2885 1.5453 -0.52
C 4.0945 5.2082 3.3010 0.87
F 3.7834 6.1876 4.1977 -0.25
F 3.9214 4.0240 3.9547 -0.28
F 3.1298 5.2561 2.3393 -0.19
H 7.7785 7.8124 3.4379 0.30
H 9.1208 7.1341 2.4829 0.36
H 7.4769 7.1879 1.8235 0.31
H 8.4044 5.5227 4.2289 0.31
H 8.0564 4.8471 2.6385 0.31
C -3.5608 -3.9542 -2.6357 -0.76
C -3.1109 -5.0499 -3.5858 -0.32
O -3.1424 -6.3345 -2.9425 -0.35
C -4.3826 -6.8934 -2.7815 0.41
O -5.4277 -6.3592 -3.1499 -0.53
C -4.2818 -8.2651 -2.1191 0.81
F -3.4988 -8.2540 -1.0025 -0.24
F -3.7427 -9.1994 -2.9533 -0.25
F -5.4911 -8.7573 -1.7278 -0.24
H -2.9579 -3.9683 -1.7222 0.27
H -3.4731 -2.9723 -3.1065 0.28
H -4.6025 -4.0942 -2.3278 0.40
H -2.0717 -4.8678 -3.8821 0.25
H -3.7089 -5.0643 -4.5050 0.31
C 2.5903 -0.8817 -7.0145 -1.10
C 2.3173 -2.2509 -6.4174 -0.20
O 0.9456 -2.3693 -6.0061 -0.26
C 0.0329 -2.5536 -7.0109 0.29
O 0.3300 -2.6173 -8.2029 -0.52
C -1.3785 -2.6976 -6.4473 0.87
F -1.6896 -1.7182 -5.5505 -0.23
F -1.5516 -3.8817 -5.7935 -0.24
F -2.3432 -2.6497 -7.4090 -0.26
H 2.3055 -0.0934 -6.3103 0.29
H 3.6478 -0.7716 -7.2654 0.37
H 2.0038 -0.7178 -7.9248 0.32
H 2.9313 -2.3830 -5.5193 0.32
H 2.5833 -3.0587 -7.1097 0.31
C -3.9403 -3.8685 3.8948 -1.24
C -3.0470 -3.0240 3.0035 -0.14
O -3.5761 -2.9456 1.6699 -0.22
C -4.6476 -2.1095 1.4988 0.33
O -5.1545 -1.4513 2.4060 -0.53
C -5.0957 -2.0873 0.0396 0.75
F -5.2434 -3.3376 -0.4847 -0.25
F -4.2015 -1.4412 -0.7620 -0.14
F -6.2914 -1.4583 -0.1405 -0.26
H -4.0909 -4.8602 3.4563 0.37
H -3.5020 -3.9804 4.8892 0.36
H -4.9330 -3.4197 4.0071 0.31
H -2.0610 -3.4964 2.9276 0.30
H -2.8908 -2.0199 3.4159 0.33
C 1.7900 0.5085 5.9233 -1.07
C 1.5170 -0.8607 6.5204 -0.24
O 0.1453 -0.9792 6.9316 -0.31
C -0.7674 -1.1634 5.9268 0.36
O -0.4703 -1.2272 4.7348 -0.53
C -2.1788 -1.3074 6.4905 0.92
F -2.4899 -0.3280 7.3872 -0.26
F -2.3519 -2.4916 7.1442 -0.26
F -3.1435 -1.2596 5.5288 -0.23
H 1.5052 1.2968 6.6274 0.31
H 2.8475 0.6185 5.6724 0.37
H 1.2036 0.6723 5.0130 0.33
H 2.1311 -0.9929 7.4184 0.33
H 1.7831 -1.6685 5.8280 0.30
```

Computed properties:
Kohn-Sham gap (eV): 6.8296
SMILES: CCc1cc2nsnc2cc1B(O)O.CCOC(=O)C(F)(F)F.CCOC(=O)C(F)(F)F.CCOC(=O)C(F)(F)F.CCOC(=O)C(F)(F)F.CCOC(=O)C(F)(F)F
HOMO level (Eh): -0.308

---

| no. | calculated total energy (Eh) |
| --- | --- |
| 1 | -2823.22898 |
| 2 | -728.91020 |
| 3 | -5541.00279 |
| 4 | -4020.52163 |